Run 1
9
Properties=species:S:1:pos:R:3:mulliken_charge:R:1 method="wB97M-V/def2-TZVPD" orbital_gap_ev=9.95 total_charge=+1 smiles=N#[N+]c1cnco1
N 4.160 0.296 -0.002 0.034
N 3.103 0.026 -0.027 0.416
C 1.416 -0.117 -0.034 0.470
C 0.517 0.913 -0.071 -0.180
N -0.673 0.294 -0.020 -0.315
C -0.450 -0.989 0.046 0.042
O 0.843 -1.305 0.043 -0.250
H 0.640 1.975 -0.131 0.385
H -1.200 -1.756 0.100 0.397


Run 2
9
Properties=species:S:1:pos:R:3:mulliken_charge:R:1 method="wB97M-V/def2-TZVPD" orbital_gap_ev="6.98 / 8.73" total_charge=+1
C -0.919 0.073 -0.084 -0.279
C 0.057 -0.760 0.574 0.133
C -0.945 0.303 1.886 0.639
N -2.836 -1.310 4.010 -0.039
N -1.522 0.728 0.908 -0.191
N -2.317 -0.361 3.888 0.082
O -0.087 -0.641 1.904 -0.133
H -1.077 0.550 -1.054 0.380
H 0.886 -1.445 0.352 0.408


Which is the most stable structure? run 1 is the most stable.


Run 1
10
Properties=species:S:1:pos:R:3:mulliken_charge:R:1 method="wB97M-V/def2-TZVPD" orbital_gap_ev=8.69 smiles="S=c1ccon1S"
S -1.511 1.691 -1.180 -0.346
C -0.688 0.458 -0.448 0.229
C -1.151 -0.661 0.333 -0.415
C -0.074 -1.330 0.740 -0.172
O 1.078 -0.791 0.318 -0.316
N 0.677 0.302 -0.453 0.156
S 1.908 1.253 -1.089 -0.063
H -2.190 -0.898 0.529 0.365
H 0.030 -2.216 1.371 0.411
H 1.921 2.191 -0.121 0.151


Run 2
10
Properties=species:S:1:pos:R:3:mulliken_charge:R:1 method="wB97M-V/def2-TZVPD" orbital_gap_ev="6.74 / 7.24"
C -1.542 0.106 0.369 0.007
C -0.532 2.107 1.533 0.533
C 0.936 -0.659 -0.493 -0.269
N -0.862 1.237 0.779 -0.322
O -0.164 3.021 2.155 -0.439
S -0.851 -0.756 -0.822 -0.054
S 0.991 -2.263 -0.009 -0.287
H -2.471 -0.077 0.926 0.390
H 1.603 -0.255 -1.384 0.302
H 0.985 -0.013 0.331 0.139


Which is the most stable structure? run 1 is the most stable.